Here is a single C3H7NO molecule from the OMol25 dataset. Energies are from ωB97M-V/def2-TZVPD.

Output
Total energy in eV: -6760.1852
SMILES: CNC(C)=O

```
! RIJCOSX wB97M-V def2-TZVPD def2/J DEFGRID3
* xyz 0 1
C -1.611 -0.530 -0.836
C -0.178 -0.634 -0.368
C 1.667 0.580 0.862
H -2.052 -0.184 0.040
H -2.037 -1.703 -1.189
H -1.892 0.386 -1.600
H -0.509 1.254 0.492
H 2.096 -0.217 0.463
H 1.391 0.407 1.842
H 2.193 1.675 0.554
N 0.323 0.533 0.247
O 0.610 -1.567 -0.509
*
```

Mulliken population analysis, charges in e, atoms 1 to 6: atom 1 (C): -1.0490, atom 2 (C): 0.7696, atom 3 (C): -0.8190, atom 4 (H): 0.3476, atom 5 (H): 0.2553, atom 6 (H): 0.2629

***

Here is a 2-piece molecular cluster, C3H7NO overall from the OMol25 dataset. Energies are from ωB97M-V/def2-TZVPD.

Output
Total energy in eV: -6757.0861
SMILES: C=C=N.CO

```
! RIJCOSX wB97M-V def2-TZVPD def2/J DEFGRID3
* xyz 0 1
C -1.092 0.338 -0.365
C 1.902 0.871 0.296
C -1.489 -0.986 -0.213
O 0.744 0.067 0.431
N -2.422 -1.783 -0.425
H -2.194 -2.749 -0.196
H -1.461 1.092 0.318
H -0.773 0.720 -1.328
H 0.185 -0.755 0.660
H 1.640 1.885 -0.008
H 2.396 0.890 1.270
H 2.566 0.410 -0.438
*
```

Mulliken population analysis, charges in e, atoms 1 to 6: atom 1 (C): -0.3970, atom 2 (C): -0.5585, atom 3 (C): 0.0825, atom 4 (O): -0.3934, atom 5 (N): -0.5447, atom 6 (H): 0.2536

***

Here is a 2-piece molecular cluster, C3H7NO overall from the OMol25 dataset. Energies are from ωB97M-V/def2-TZVPD.

Output
Total energy in eV: -6760.1051
SMILES: C=NC.C=O

```
! RIJCOSX wB97M-V def2-TZVPD def2/J DEFGRID3
* xyz 0 1
O 1.709 2.669 -1.191
C 0.978 2.481 -0.264
H 0.969 1.520 0.269
H 0.280 3.257 0.089
C -1.118 -2.269 1.423
C -0.536 -0.885 -0.324
N -0.956 -2.028 -0.004
H -2.102 -2.686 1.631
H -0.977 -1.355 2.015
H -0.383 -3.008 1.745
H -0.419 -0.696 -1.388
H -0.323 -0.076 0.375
*
```

Mulliken population analysis, charges in e, atoms 1 to 6: atom 1 (O): -0.3833, atom 2 (C): -0.0112, atom 3 (H): 0.1717, atom 4 (H): 0.2369, atom 5 (C): -0.6378, atom 6 (C): 0.0169

***

Here is C3H7NO as an isolated structure from the OMol25 dataset. Energies are from ωB97M-V/def2-TZVPD.

Output
Total energy in eV: -6759.2901

```
! RIJCOSX wB97M-V def2-TZVPD def2/J DEFGRID3
* xyz 0 1
C -0.717 0.575 1.865
O -0.631 0.365 0.450
C 0.588 0.046 0.040
C 0.414 -0.028 -1.751
N 1.688 -0.150 0.644
H -0.418 -0.328 2.407
H -0.069 1.407 2.165
H -1.764 0.810 2.054
H -0.351 -0.785 -1.940
H 1.323 -0.291 -2.324
H 0.071 0.960 -2.068
H 1.863 -0.231 -0.506
*
```

Mulliken population analysis, charges in e, atoms 1 to 6: atom 1 (C): -0.6744, atom 2 (O): -0.3396, atom 3 (C): 0.5103, atom 4 (C): -1.0916, atom 5 (N): -0.6623, atom 6 (H): 0.3024

***

Here is a 2-piece molecular cluster, C3H7NO overall from the OMol25 dataset. Energies are from ωB97M-V/def2-TZVPD.

Output
Total energy in eV: -6761.8028
SMILES: CN=C=O.C

```
! RIJCOSX wB97M-V def2-TZVPD def2/J DEFGRID3
* xyz 0 1
C -2.040 -0.204 -0.283
N -0.897 0.199 -1.058
C 0.048 -0.317 -1.594
O 1.011 -0.707 -2.145
C 1.786 0.384 1.065
H -2.241 -1.273 -0.395
H -2.913 0.360 -0.618
H -1.875 0.017 0.776
H 0.860 -0.060 0.698
H 1.939 1.344 0.565
H 2.622 -0.282 0.845
H 1.701 0.538 2.143
*
```

Mulliken population analysis, charges in e, atoms 1 to 6: atom 1 (C): -0.6442, atom 2 (N): -0.3462, atom 3 (C): 0.6740, atom 4 (O): -0.4753, atom 5 (C): -0.8281, atom 6 (H): 0.2844

***

Here is a single C3H7NO molecule from the OMol25 dataset. Energies are from ωB97M-V/def2-TZVPD.

Output
Total energy in eV: -6760.3636
SMILES: CC(C)=NO

```
! RIJCOSX wB97M-V def2-TZVPD def2/J DEFGRID3
* xyz 0 1
C -1.221 -0.291 -0.085
C 0.232 0.083 -0.126
N 0.699 1.248 -0.358
O -0.336 2.196 -0.585
C 1.251 -0.969 0.199
H -1.394 -1.159 -0.728
H -1.848 0.540 -0.406
H -1.500 -0.583 0.935
H -0.380 2.646 0.269
H 1.189 -1.814 -0.494
H 1.052 -1.354 1.207
H 2.256 -0.541 0.173
*
```

Mulliken population analysis, charges in e, atoms 1 to 6: atom 1 (C): -1.0500, atom 2 (C): 0.9235, atom 3 (N): -0.5845, atom 4 (O): -0.3891, atom 5 (C): -1.0453, atom 6 (H): 0.3110

***

no.,HOMO-LUMO gap (eV),E_HOMO (eV)
1,10.2038,-9.40
2,8.2185,-7.53
3,10.6887,-9.99
4,11.1300,-10.18
5,11.1133,-10.39
6,10.6287,-9.64